# 1
Below is a structure of composition C33H54BrCaClF3N3NaO9 in a non-equilibrium geometry, with properties calculated with ωB97M-V/def2-TZVPD.

Computed properties:
2S+1 = 1
Total charge = -1
Maximum force = 5.112 eV Å⁻¹
LUMO level = -1.4 eV
Orbital gap = 0.051 hartree

Each line ends with the Löwdin charge.
Element x y z (Å)
C (2.68685, 1.84478, 2.52187)  -0.119
C (1.68269, 0.69722, 2.03391)  -0.234
C (1.15450, 0.83971, 0.52083)  -0.191
C (1.02517, 2.33667, -0.02528)  -0.152
C (-0.31959, 3.11725, 0.41667)  -0.229
C (0.06134, 4.67618, 0.62746)  -0.019
C (0.38632, 4.56135, 2.20498)  -0.344
O (1.27269, 5.08995, 2.88550)  0.066
O (-0.58409, 3.63012, 2.71429)  -0.050
C (-1.11691, 2.66921, 1.72631)  -0.184
C (-2.61842, 3.25262, 1.46016)  -0.120
C (-3.73676, 2.59213, 2.40851)  -0.172
C (-4.11323, 1.07736, 2.05459)  -0.398
C (-4.20567, 0.78597, 0.47493)  -0.081
C (-3.17600, 0.00388, 2.83104)  -0.071
H (3.29878, 2.31316, 1.67939)  0.076
H (2.13163, 2.62217, 3.15451)  0.064
H (3.44531, 1.36220, 3.24057)  0.078
H (0.85565, 0.58077, 2.81791)  0.099
H (2.27708, -0.28920, 2.07831)  0.097
H (1.73341, 0.21295, -0.24135)  0.104
H (0.08495, 0.40288, 0.50866)  0.100
H (0.96903, 2.24790, -1.17302)  0.119
H (1.93431, 2.99640, 0.17732)  0.100
H (-0.95709, 3.05190, -0.52581)  0.136
H (0.85897, 5.10451, -0.05821)  0.131
H (-0.80314, 5.41831, 0.61953)  0.122
H (-1.03713, 1.59825, 2.09393)  0.128
H (-2.91340, 3.17621, 0.35343)  0.113
H (-2.65068, 4.37938, 1.69180)  0.127
H (-4.71566, 3.19565, 2.32112)  0.110
H (-3.45167, 2.65929, 3.52074)  0.122
H (-5.18773, 0.89536, 2.47187)  0.018
H (-3.17402, 0.91604, -0.01893)  0.088
H (-4.56053, -0.27431, 0.27363)  0.062
H (-4.91707, 1.56993, 0.02184)  0.091
H (-3.76331, -0.89874, 3.19659)  0.074
H (-2.71431, 0.49482, 3.75812)  0.083
H (-2.29886, -0.29554, 2.15121)  0.083
C (-2.64390, -3.74730, 1.51710)  -0.131
C (-4.10378, -3.57665, 1.23287)  -0.568
O (-4.53913, -2.62139, 0.59949)  -0.016
N (-4.95731, -4.52737, 1.70260)  0.016
C (-4.63605, -5.71199, 2.45751)  -0.208
H (-2.08964, -2.91635, 1.08056)  0.074
H (-2.46772, -3.75249, 2.59736)  0.085
H (-2.28093, -4.68871, 1.06310)  -0.166
H (-5.92564, -4.34902, 1.47432)  0.123
H (-4.98196, -6.57698, 1.89261)  -0.170
H (-5.17168, -5.66766, 3.41078)  0.048
H (-3.56814, -5.80697, 2.64545)  0.088
N (2.14045, -4.11579, 1.44927)  0.008
C (1.87115, -2.99617, 0.70887)  -0.154
C (2.96095, -2.74409, -0.08799)  -0.111
C (3.92018, -3.75213, 0.17740)  -0.107
C (3.38523, -4.58580, 1.12774)  -0.138
H (1.51941, -4.52974, 2.12396)  0.143
H (0.93083, -2.47626, 0.81405)  0.095
H (3.05672, -1.92564, -0.78599)  0.085
H (4.89371, -3.85658, -0.27746)  0.091
H (3.78202, -5.46999, 1.60229)  0.105
Na (-6.98966, 0.35886, 2.50120)  0.597
Br (-2.14138, -5.77739, -0.58358)  0.454
C (-1.48436, -8.41372, -2.67544)  -0.801
O (-0.49323, -9.16915, -2.79802)  -0.023
O (-2.28417, -8.43969, -3.77626)  0.048
O (-1.83417, -7.66867, -1.72232)  -0.366
H (-1.70925, -9.08103, -4.23615)  0.098
N (-1.82564, 0.69525, -4.24627)  0.043
C (-2.61110, -0.02738, -3.43189)  -0.168
C (-2.13461, -0.98860, -2.55515)  -0.074
C (-0.76949, -1.22345, -2.51579)  -0.066
C (0.06610, -0.49275, -3.34693)  -0.077
C (-0.50662, 0.44932, -4.18693)  -0.163
H (-3.67249, 0.18992, -3.50019)  0.095
H (-2.81501, -1.54091, -1.91775)  0.098
H (-0.35929, -1.96872, -1.84261)  0.107
H (1.13741, -0.65072, -3.34233)  0.102
H (0.10555, 1.04849, -4.85354)  0.098
Ca (-6.03149, -8.11231, 2.13805)  0.395
C (3.13755, -4.33016, -6.32021)  -0.105
C (1.84674, -3.90749, -5.59517)  -0.670
C (1.13050, -2.82086, -6.41639)  -0.093
O (2.18426, -3.38626, -4.43447)  -0.028
H (3.82863, -3.49145, -6.45544)  0.072
H (3.66442, -5.11715, -5.77212)  0.079
H (2.90287, -4.72554, -7.31317)  0.036
H (1.16362, -4.81620, -5.62311)  0.029
H (1.75113, -1.92951, -6.55622)  0.073
H (0.19630, -2.50853, -5.93837)  0.072
H (0.87617, -3.19924, -7.41167)  0.048
C (2.94927, 7.76308, 2.46638)  -0.062
C (4.29344, 7.08010, 2.61662)  -0.194
O (5.34139, 7.87603, 2.03554)  0.023
C (5.78989, 8.89818, 2.78775)  -0.376
O (5.36993, 9.16959, 3.88099)  0.163
C (6.92548, 9.62539, 2.07515)  -0.519
F (6.64430, 9.87712, 0.78115)  0.154
F (8.06552, 8.90534, 2.08659)  0.157
F (7.21337, 10.80993, 2.63961)  0.157
H (2.75640, 8.00365, 1.41766)  0.085
H (2.14957, 7.12235, 2.83654)  0.050
H (2.92086, 8.70514, 3.01916)  0.077
H (4.28362, 6.13187, 2.07408)  0.126
H (4.51654, 6.84950, 3.66112)  0.129
Cl (0.51300, -5.99185, -7.14490)  -0.101

Atoms 1-6, force components in eV/Å:
0.1 -0.5 0.9
1.2 -0.6 -0.2
-1.1 0.3 0.3
-0.2 -0.3 -0.6
0.7 0.2 -2.0
-0.4 -0.6 1.9

# 2
Below is a cluster of 5 separate species, C30H31N2O16 in total, with properties calculated with ωB97M-V/def2-TZVPD.

Computed properties:
2S+1 = 1
Total charge = -1
Maximum force = 0.756 eV Å⁻¹
LUMO level = -0.1 eV
Orbital gap = 0.061 hartree

Each line ends with the Löwdin charge.
Element x y z (Å)
C (0.94658, 4.33664, -2.40823)  -0.304
N (-0.31020, 3.65320, -2.35251)  -0.170
C (-0.44034, 2.73054, -1.26159)  -0.374
C (-0.64835, 1.29005, -1.78740)  -0.230
C (0.67289, 0.71813, -2.22495)  -0.239
C (0.61249, -0.65099, -2.89818)  -0.214
C (2.02387, -1.10322, -3.23702)  -0.288
N (2.72665, -1.50931, -2.00190)  -0.003
H (1.23316, 4.86606, -1.48558)  0.030
H (0.89022, 5.08378, -3.19967)  0.039
H (1.81955, 3.68789, -2.65981)  0.046
H (0.44422, 2.72506, -0.60704)  0.078
H (-1.29487, 2.97126, -0.60723)  0.079
H (-1.13095, 0.64890, -1.04366)  0.090
H (-1.30464, 1.38291, -2.64464)  0.092
H (1.33417, 0.69759, -1.36254)  0.083
H (1.10321, 1.40628, -2.94487)  0.102
H (0.01628, -0.52349, -3.79469)  0.110
H (0.15022, -1.37810, -2.24354)  0.076
H (2.51548, -0.23823, -3.67032)  0.099
H (2.03559, -1.89503, -3.98041)  0.086
H (2.03754, -1.45135, -1.25932)  0.016
H (3.42069, -0.81581, -1.75658)  0.054
C (-4.10287, -4.72470, -2.78015)  0.071
C (-2.97148, -4.26172, -2.23268)  -0.237
C (-2.74907, -2.79498, -1.99167)  -0.305
O (-1.70663, -2.45474, -1.46782)  0.089
C (-3.78759, -1.85922, -2.39094)  0.094
C (-4.91533, -2.32434, -2.94218)  -0.237
C (-5.14987, -3.79107, -3.16231)  -0.318
O (-6.21187, -4.13140, -3.65364)  0.095
O (-5.91332, -1.53936, -3.33342)  0.113
O (-1.97286, -5.04799, -1.85529)  0.113
H (-4.27642, -5.77697, -2.95469)  0.132
H (-3.60632, -0.80566, -2.22509)  0.141
H (-6.60086, -2.13496, -3.69038)  0.117
H (-1.28044, -4.46115, -1.48705)  0.120
C (-3.83316, -5.50510, 3.55014)  0.075
C (-4.41792, -4.34100, 3.23725)  -0.237
C (-3.84851, -3.41543, 2.19751)  -0.303
O (-4.45527, -2.38961, 1.95969)  0.119
C (-2.61190, -3.80514, 1.54185)  0.076
C (-2.02485, -4.96426, 1.85672)  -0.238
C (-2.60476, -5.89977, 2.87573)  -0.312
O (-2.01782, -6.94401, 3.09131)  0.106
O (-0.88879, -5.36597, 1.29332)  0.111
O (-5.53678, -3.91187, 3.80588)  0.113
H (-4.23746, -6.17724, 4.29333)  0.133
H (-2.18950, -3.13017, 0.80787)  0.122
H (-0.67813, -6.23392, 1.69045)  0.124
H (-5.73453, -3.04789, 3.39063)  0.121
C (0.25728, -0.54772, 4.20778)  0.066
C (0.46823, -1.32478, 3.13904)  -0.240
C (0.98857, -0.77315, 1.84277)  -0.302
O (1.16254, -1.55377, 0.91872)  0.088
C (1.24360, 0.65418, 1.76443)  0.087
C (1.02856, 1.42651, 2.84038)  -0.240
C (0.53055, 0.87270, 4.13254)  -0.325
O (0.37590, 1.64185, 5.06978)  0.086
O (1.23425, 2.73477, 2.85460)  0.107
O (0.23494, -2.63288, 3.16125)  0.095
H (-0.11442, -0.93886, 5.14441)  0.131
H (1.59383, 1.05526, 0.82306)  0.119
H (0.99012, 3.02909, 3.75523)  0.119
H (0.47673, -2.96652, 2.27381)  0.108
C (4.49184, 5.96883, -0.60781)  0.083
C (5.69960, 6.51913, -0.42693)  -0.247
C (6.35873, 6.57711, 0.91331)  -0.334
O (7.47061, 7.08666, 0.98282)  0.069
C (5.64826, 6.02938, 2.05046)  0.062
C (4.43532, 5.47824, 1.87418)  -0.247
C (3.77933, 5.40599, 0.52990)  -0.308
O (2.67629, 4.88402, 0.44996)  0.097
O (3.72918, 4.94825, 2.85616)  0.109
O (6.41512, 7.05972, -1.41721)  0.093
H (4.00772, 5.92261, -1.57394)  0.137
H (6.12905, 6.08009, 3.01715)  0.128
H (2.91791, 4.59734, 2.43123)  0.099
H (7.24123, 7.37282, -0.99976)  0.109

Atoms 1-6, force components in eV/Å:
-0.6 -0.2 0.0
0.0 0.0 0.1
0.1 0.1 -0.6
0.0 0.5 0.3
-0.2 -0.3 -0.2
0.4 0.6 0.1

# 3
Below is a cluster of 2 separate species, C14H16O2 in total in a non-equilibrium geometry, with properties calculated with ωB97M-V/def2-TZVPD.

Computed properties:
2S+1 = 1
Total charge = 0
SMILES = Cc1ccc(O)cc1.Cc1ccc(O)cc1
Maximum force = 2.030 eV Å⁻¹
Energy above the lowest of the compared OMol25 structures with the same formula, charge and spin = 23.2 kcal/mol
LUMO level = 0.7 eV
Orbital gap = 0.333 hartree

Each line ends with the Löwdin charge.
Element x y z (Å)
C (1.94464, -1.59783, 2.77716)  -0.064
C (0.54973, 1.57442, 1.20009)  -0.024
C (1.25784, 0.38199, 1.31032)  -0.036
C (-0.46274, 1.89125, 2.10279)  -0.325
C (1.13653, -0.37813, 2.47618)  -0.293
C (-0.58497, 1.18128, 3.28951)  -0.007
C (0.19429, 0.03343, 3.41097)  -0.053
O (-1.34622, 2.88723, 1.83102)  0.065
H (0.92397, 2.28711, 0.50019)  0.107
H (1.83127, -0.04946, 0.49574)  0.110
H (-1.18458, 3.31918, 1.01864)  0.079
H (-1.30329, 1.48309, 4.03764)  0.116
H (1.37207, -2.34781, 3.31426)  0.074
H (2.82529, -1.36209, 3.37519)  0.081
H (-0.00502, -0.58682, 4.28188)  0.112
H (2.42293, -2.08402, 1.92013)  0.070
C (-2.00531, 1.56268, -2.78346)  -0.051
C (-0.89360, -1.91327, -1.80474)  -0.021
C (0.48906, -1.82873, -1.92332)  -0.334
C (-1.67211, -0.82548, -2.16876)  -0.057
C (-1.13975, 0.32591, -2.77221)  -0.284
C (0.99879, -0.82877, -2.74532)  -0.021
C (0.19689, 0.23070, -3.14567)  -0.050
O (1.40002, -2.71447, -1.39968)  0.033
H (-1.39063, -2.81129, -1.45166)  0.115
H (-2.67651, -0.72035, -1.76722)  0.112
H (2.00129, -0.96079, -3.10927)  0.114
H (1.15564, -2.88053, -0.48113)  0.100
H (-2.46987, 1.60756, -1.79888)  0.073
H (-2.78530, 1.52195, -3.53404)  0.076
H (0.63321, 1.13245, -3.56266)  0.109
H (-1.41352, 2.46960, -2.89367)  0.073

Atoms 1-6, force components in eV/Å:
0.8 -0.5 -0.3
0.3 -0.7 0.2
-0.1 -0.5 0.9
0.5 0.3 -0.3
-0.7 0.0 -0.3
0.1 -0.5 -0.9